[1]
Molecular formula: C22H27F3N4O8
Method: DFT, ωB97M-V/def2-TZVPD

Structure (XYZ):
```
64
Properties=species:S:1:pos:R:3:mulliken_charge:R:1
C 3.26 18.26 15.12 -0.682
N 2.86 19.52 14.45 0.868
O 3.71 20.13 13.83 -0.524
O 1.69 19.83 14.55 -0.528
H 2.68 18.20 16.03 0.301
H 4.32 18.31 15.32 0.283
H 3.03 17.43 14.46 0.281
C 3.80 10.89 21.05 -0.592
N 5.04 11.30 21.75 0.860
O 5.34 10.70 22.77 -0.555
O 5.67 12.21 21.27 -0.513
H 3.40 10.01 21.54 0.353
H 4.05 10.75 20.00 0.267
H 3.12 11.74 21.08 0.134
C 12.85 18.43 15.51 -0.689
N 11.67 17.53 15.46 0.922
O 10.57 17.99 15.67 -0.531
O 11.89 16.37 15.17 -0.513
H 13.64 17.86 15.99 0.203
H 12.61 19.34 16.04 0.291
H 13.15 18.57 14.48 0.310
C 14.53 15.00 17.56 -0.808
N 13.52 15.85 18.21 0.795
O 13.85 16.96 18.57 -0.538
O 12.41 15.37 18.35 -0.373
H 14.33 13.98 17.85 0.322
H 15.52 15.36 17.81 0.343
H 14.40 15.11 16.48 0.278
F 10.26 11.01 22.79 -0.335
C 10.20 12.19 22.15 0.554
C 11.38 12.84 21.82 -0.604
C 11.29 14.07 21.20 -0.300
C 10.07 14.64 20.92 -0.675
C 8.89 13.97 21.27 -0.380
C 8.95 12.75 21.90 -0.451
H 12.32 12.37 22.06 0.438
H 12.19 14.59 20.89 0.402
H 9.95 15.61 20.46 0.429
H 7.95 14.46 21.04 0.443
H 8.07 12.17 22.15 0.479
F 4.86 14.29 17.72 -0.191
C 6.20 14.37 17.53 0.512
C 6.70 15.32 16.67 -0.663
C 8.08 15.41 16.52 -0.427
C 8.93 14.55 17.21 -0.578
C 8.38 13.58 18.04 -0.571
C 7.01 13.53 18.25 -0.275
H 6.04 16.00 16.14 0.498
H 8.51 16.11 15.82 0.376
H 10.00 14.59 17.10 0.429
H 9.02 12.90 18.59 0.424
H 6.57 12.77 18.89 0.463
F 1.03 10.88 16.35 -0.325
C 1.16 11.48 17.55 0.480
C 0.51 10.93 18.64 -0.562
C 0.64 11.56 19.87 -0.096
C 1.39 12.72 19.99 -0.996
C 2.04 13.25 18.88 -0.076
C 1.93 12.61 17.65 -0.611
H -0.08 10.03 18.50 0.448
H 0.12 11.23 20.76 0.396
H 1.35 13.26 20.93 0.515
H 2.71 14.10 18.96 0.408
H 2.39 13.04 16.77 0.459
```

## Properties
Kohn-Sham gap in eV: 8.8
SMILES: C[N+](=O)[O-].C[N+](=O)[O-].C[N+](=O)[O-].C[N+](=O)[O-].Fc1ccccc1.Fc1ccccc1.Fc1ccccc1
Spin multiplicity: 1
Max |F| in eV/Å: 1.0
LUMO in eV: -0.074
E_tot in eV: -53733.242


[2]
Molecular formula: C38H31N3P2S2Sc
Method: DFT, ωB97M-V/def2-TZVPD

Structure (XYZ):
```
77
Properties=species:S:1:pos:R:3:mulliken_charge:R:1
Sc 0.66 0.15 0.55 -0.763
C -2.16 -6.14 0.30 -0.525
C -1.83 -5.78 -1.00 -0.755
C -1.10 -4.63 -1.23 -0.345
C -0.70 -3.83 -0.16 0.324
C -1.03 -4.20 1.14 -0.485
C -1.76 -5.35 1.37 -0.642
P 0.32 -2.36 -0.40 2.240
C -0.35 -1.48 -1.85 0.215
C 0.47 -0.64 -2.61 0.082
C -0.09 0.23 -3.54 -0.667
C -1.46 0.26 -3.73 -0.491
C -2.28 -0.58 -2.99 -0.842
C -1.73 -1.44 -2.05 -0.829
C 1.99 -2.88 -0.81 0.699
C 2.32 -4.14 -1.24 -0.731
C 3.66 -4.45 -1.54 -0.935
C 4.63 -3.50 -1.40 -0.906
C 4.32 -2.20 -0.95 0.525
C 5.32 -1.20 -0.81 -0.810
C 4.98 0.05 -0.37 -1.127
C 3.64 0.35 -0.04 -0.253
C 2.62 -0.57 -0.16 0.779
C 2.98 -1.87 -0.63 0.221
H -2.73 -7.05 0.48 0.402
H -2.14 -6.40 -1.83 0.422
H -0.84 -4.35 -2.25 0.511
H -0.72 -3.57 1.97 0.390
H -2.02 -5.64 2.38 0.423
H 1.55 -0.68 -2.50 0.364
H 0.56 0.87 -4.13 0.480
H -1.90 0.94 -4.45 0.465
H -3.35 -0.57 -3.14 0.405
H -2.39 -2.07 -1.46 0.449
H 1.56 -4.90 -1.36 0.465
H 3.91 -5.45 -1.88 0.432
H 5.66 -3.74 -1.63 0.408
H 6.34 -1.44 -1.06 0.395
H 5.74 0.81 -0.26 0.456
H 3.44 1.36 0.30 0.273
S 1.02 2.65 0.84 -0.745
P -0.92 2.79 0.24 1.663
S -1.80 0.96 0.32 -0.700
C -1.81 3.99 1.23 0.515
C -1.45 5.33 1.10 -0.544
C -2.10 6.29 1.87 -0.649
C -3.10 5.91 2.74 -0.459
C -3.47 4.58 2.86 -0.631
C -2.82 3.61 2.10 -0.383
C -0.99 3.38 -1.47 0.503
C -2.25 3.56 -2.03 -0.541
C -2.37 3.97 -3.34 -0.769
C -1.22 4.21 -4.10 -0.466
C 0.03 4.03 -3.54 -0.659
C 0.15 3.61 -2.22 -0.373
H -0.67 5.63 0.41 0.380
H -1.82 7.33 1.77 0.405
H -3.61 6.66 3.34 0.394
H -4.26 4.29 3.54 0.409
H -3.11 2.57 2.17 0.338
H -3.14 3.37 -1.44 0.400
H -3.35 4.12 -3.78 0.434
H -1.31 4.54 -5.12 0.411
H 0.92 4.22 -4.12 0.466
H 1.13 3.47 -1.78 0.432
N -1.10 -0.34 5.82 -0.388
C -0.08 -0.50 4.95 0.406
C -0.22 -0.19 3.58 -0.289
N 0.80 -0.35 2.75 0.568
C 1.96 -0.82 3.23 -0.458
C 2.08 -1.11 4.58 -0.585
N 1.08 -0.96 5.43 -0.600
H -2.00 0.01 5.53 0.190
H -0.95 -0.56 6.79 0.248
H -1.14 0.20 3.17 0.332
H 2.78 -0.95 2.53 0.633
H 3.01 -1.48 4.98 0.392
```

## Properties
Kohn-Sham gap in eV: 7.6
Spin multiplicity: 1
Max |F| in eV/Å: 0.3
LUMO in eV: -2.917
E_tot in eV: -105327.916
Total charge: +1


[3]
Molecular formula: C3H7NO2
Method: DFT, ωB97M-V/def2-TZVPD

Structure (XYZ):
```
13
Properties=species:S:1:pos:R:3:mulliken_charge:R:1
N 1.84 -1.03 1.20 -0.427
C 1.13 -0.36 0.24 0.341
O 1.72 -0.03 -0.79 -0.582
C -0.75 -0.19 -1.18 -0.578
C -1.09 1.00 -0.42 0.039
O -1.13 0.76 0.89 -0.625
H 1.56 -0.97 2.17 0.248
H 2.84 -1.03 1.03 0.258
H -1.24 -1.11 -0.91 0.319
H -0.33 -0.11 -2.19 0.299
H -0.56 1.90 -0.75 0.273
H -2.11 1.02 -0.93 0.254
H -0.04 0.07 0.77 0.182
```

## Properties
Kohn-Sham gap (spin up / spin down) in eV: 7.5 / 7.5
Spin multiplicity: 1
Max |F| in eV/Å: 0.4
LUMO (spin up / spin down) in eV: -0.957 / -0.955
E_tot in eV: -8805.073


[4]
Molecular formula: C61H50BrF4N5O6P2SV
Method: DFT, ωB97M-V/def2-TZVPD

Structure (XYZ):
```
131
Properties=species:S:1:pos:R:3:mulliken_charge:R:1
V 0.56 -1.75 -0.07 -0.557
C 4.46 -1.40 1.67 -1.753
C 3.29 -1.47 0.78 1.200
N 2.12 -1.85 1.16 2.402
N 1.86 -2.27 2.45 -1.747
C 0.64 -2.74 2.48 0.056
O -0.05 -2.83 1.34 0.349
C 0.04 -3.16 3.74 0.048
C 0.77 -3.10 4.93 -0.436
C 0.17 -3.45 6.12 -0.832
C -1.16 -3.85 6.14 -0.430
C -1.89 -3.93 4.95 -1.175
C -1.29 -3.58 3.75 0.095
C 3.34 -1.29 -0.68 -0.156
C 4.51 -1.12 -1.39 -0.436
C 4.46 -1.10 -2.78 -1.279
C 3.24 -1.25 -3.41 -0.985
C 2.10 -1.41 -2.64 -0.349
N 2.14 -1.42 -1.30 1.278
H 4.13 -1.26 2.70 0.373
H 5.01 -2.35 1.62 0.370
H 5.14 -0.59 1.38 0.345
H 1.80 -2.78 4.90 0.504
H 0.73 -3.40 7.04 0.447
H -1.64 -4.11 7.08 0.429
H -2.92 -4.25 4.97 0.469
H -1.84 -3.63 2.82 0.420
H 5.45 -1.02 -0.86 0.666
H 5.36 -0.98 -3.36 0.499
H 3.15 -1.25 -4.49 0.669
H 1.14 -1.52 -3.10 -0.145
F 2.26 6.07 -3.62 -0.332
C 2.14 5.15 -2.68 0.475
C 2.66 5.36 -1.42 0.462
F 3.26 6.51 -1.15 -0.341
C 2.53 4.39 -0.45 0.735
F 3.02 4.68 0.75 -0.395
C 1.93 3.16 -0.70 -1.085
P 1.97 1.77 0.54 1.571
C 1.06 2.58 1.92 0.709
C 0.21 3.66 1.70 -0.697
C -0.51 4.22 2.75 -0.625
C -0.39 3.70 4.03 -1.066
C 0.42 2.59 4.25 -1.047
C 1.13 2.03 3.21 -0.248
C 3.76 1.94 1.00 0.826
C 4.25 2.19 2.28 -0.569
C 5.61 2.36 2.49 -0.831
C 6.50 2.29 1.43 -0.763
C 6.02 2.05 0.15 -1.054
C 4.66 1.86 -0.06 -0.560
C 1.40 2.98 -1.98 -0.935
Br 0.44 1.42 -2.47 0.288
C 1.51 3.96 -2.96 1.156
F 1.00 3.76 -4.17 -0.395
H 0.10 4.08 0.71 -0.122
H -1.15 5.07 2.57 0.515
H -0.95 4.14 4.85 0.423
H 0.50 2.17 5.25 0.462
H 1.72 1.13 3.38 0.480
H 3.57 2.31 3.11 0.450
H 5.98 2.57 3.49 0.476
H 7.57 2.43 1.59 0.413
H 6.71 2.03 -0.70 0.503
H 4.30 1.67 -1.06 0.576
O 2.65 -4.21 -0.18 -0.524
N 1.40 -3.97 -0.78 0.663
C 1.36 -4.61 -1.88 -0.837
C 0.23 -4.70 -2.81 0.507
C 0.34 -5.72 -3.76 -0.910
C -0.71 -6.00 -4.61 -0.814
C -1.89 -5.28 -4.51 -0.776
C -2.00 -4.26 -3.58 -0.401
C -0.93 -3.94 -2.73 0.674
P -1.19 -2.48 -1.65 2.694
C -1.66 -1.22 -2.86 0.927
C -1.16 -1.26 -4.17 -0.277
C -1.55 -0.31 -5.10 -0.915
C -2.46 0.68 -4.74 -0.951
C -2.95 0.74 -3.45 -0.600
C -2.53 -0.19 -2.50 -0.080
C -2.62 -3.09 -0.71 1.037
C -3.90 -2.55 -0.74 -0.240
C -4.92 -3.17 -0.03 -0.712
C -4.68 -4.32 0.70 -0.840
C -3.40 -4.87 0.73 -0.728
C -2.37 -4.26 0.03 -0.801
H 2.44 -4.49 0.72 0.385
H 2.24 -5.21 -2.13 0.366
H 1.25 -6.31 -3.81 0.485
H -0.62 -6.80 -5.34 0.445
H -2.73 -5.50 -5.16 0.486
H -2.92 -3.70 -3.50 0.449
H -0.49 -2.05 -4.49 0.409
H -1.15 -0.34 -6.10 0.497
H -2.79 1.40 -5.48 0.464
H -3.66 1.50 -3.15 0.599
H -2.91 -0.10 -1.49 -0.590
H -4.13 -1.66 -1.31 0.317
H -5.92 -2.74 -0.06 0.554
H -5.49 -4.81 1.23 0.449
H -3.20 -5.77 1.29 0.502
H -1.38 -4.68 0.05 0.298
C -1.04 6.58 -1.17 -1.317
C -1.95 5.46 -0.72 0.783
C -3.09 5.73 0.04 -1.168
C -3.94 4.70 0.44 -0.922
C -3.64 3.40 0.06 -0.299
C -2.51 3.11 -0.69 0.472
C -1.67 4.14 -1.08 -0.412
S -4.72 2.11 0.54 1.266
O -6.05 2.58 0.75 -0.746
O -4.51 1.01 -0.38 -0.495
N -4.13 1.75 2.04 -0.373
C -2.77 1.23 2.15 -0.739
C -2.53 -0.17 1.54 0.374
C -1.07 -0.29 1.30 0.226
O -0.27 -0.21 2.18 -0.514
O -0.63 -0.50 0.01 0.950
H -1.46 7.55 -0.94 0.453
H -0.86 6.52 -2.25 0.317
H -0.07 6.50 -0.67 0.188
H -3.32 6.75 0.32 0.426
H -4.83 4.90 1.03 0.559
H -2.30 2.08 -0.99 0.052
H -0.79 3.93 -1.68 0.569
H -4.85 1.27 2.58 0.357
H -2.50 1.21 3.20 0.364
H -2.12 1.95 1.66 -0.061
H -3.08 -0.26 0.61 -0.781
H -2.86 -0.96 2.22 0.467
```

## Properties
Kohn-Sham gap (spin up / spin down) in eV: 5.8 / 6.0
Spin multiplicity: 2
Max |F| in eV/Å: 2.0
LUMO (spin up / spin down) in eV: -6.898 / -6.663
E_tot in eV: -219804.283
Total charge: +2


[5]
Molecular formula: C3H2I2N2
Method: DFT, ωB97M-V/def2-TZVPD

Structure (XYZ):
```
9
Properties=species:S:1:pos:R:3:mulliken_charge:R:1
C -0.25 0.02 -1.32 -0.287
C -0.37 0.38 0.97 0.015
C 1.81 0.50 0.20 -0.155
N 0.96 0.38 1.03 -0.162
N -0.87 0.02 -0.25 -0.296
I 3.49 -0.71 -0.12 0.164
I -3.07 -0.91 -0.02 -0.062
H -0.72 -0.36 -2.17 0.266
H -0.97 0.68 1.68 0.517
```

## Properties
Kohn-Sham gap (spin up / spin down) in eV: 6.5 / 6.8
Spin multiplicity: 1
Max |F| in eV/Å: 4.8
LUMO (spin up / spin down) in eV: -1.720 / -1.574
E_tot in eV: -22318.846


[6]
Molecular formula: C15H32LaNO3P2
Method: DFT, ωB97M-V/def2-TZVPD

Structure (XYZ):
```
54
Properties=species:S:1:pos:R:3:mulliken_charge:R:1
La -0.03 -0.76 0.18 1.233
P -2.66 0.42 -0.50 0.655
C -2.17 0.61 -2.22 -1.493
C -0.88 1.18 -2.59 1.103
N 0.25 0.88 -1.85 0.056
C 1.47 1.27 -2.30 0.568
C 1.61 2.04 -3.45 -0.738
C 0.49 2.34 -4.22 -0.557
C -0.76 1.91 -3.79 -0.833
C 2.76 0.94 -1.54 -1.205
P 2.79 -0.61 -0.52 0.608
H -1.66 2.13 -4.37 0.455
H 2.61 2.37 -3.73 0.482
H 0.59 2.94 -5.13 0.454
H 3.61 0.86 -2.26 0.500
H 2.99 1.77 -0.85 0.408
H -2.12 -0.92 -3.18 0.273
H -2.99 0.96 -2.86 0.520
H -0.87 -2.38 -2.43 0.345
O -1.95 -1.94 -3.28 -0.610
H -2.04 -2.21 -4.21 0.305
H -1.46 -2.19 0.74 0.067
O -0.24 -2.55 -1.56 -0.567
H 0.18 -3.41 -1.66 0.229
C 3.41 -1.82 -1.74 -1.314
H 4.43 -1.57 -2.04 0.412
H 3.39 -2.82 -1.29 0.386
H 2.76 -1.84 -2.62 0.364
C 4.24 -0.33 0.56 -1.171
H 4.33 -1.19 1.24 0.391
H 5.16 -0.23 -0.04 0.409
H 4.08 0.57 1.17 0.381
C -3.56 1.90 0.06 -1.186
H -4.55 1.95 -0.39 0.412
H -3.67 1.86 1.16 0.362
H -2.99 2.80 -0.19 0.387
C -3.98 -0.85 -0.66 -1.299
H -4.27 -1.17 0.35 0.414
H -4.85 -0.43 -1.18 0.441
H -3.61 -1.72 -1.21 0.369
C -1.24 0.67 4.07 -1.490
C 0.01 -0.09 3.64 1.648
C 1.25 0.68 4.11 -1.537
C 0.00 -1.50 4.23 -1.632
O 0.06 -0.16 2.23 -0.331
H -1.31 0.73 5.17 0.420
H -2.14 0.16 3.69 0.327
H -1.23 1.69 3.67 0.353
H 1.30 0.75 5.20 0.403
H 2.16 0.17 3.74 0.303
H 1.23 1.69 3.69 0.369
H -0.86 -2.06 3.86 0.364
H 0.91 -2.03 3.97 0.365
H -0.07 -1.46 5.33 0.418
```

## Properties
Kohn-Sham gap (spin up / spin down) in eV: 6.4 / 6.0
Spin multiplicity: 1
Max |F| in eV/Å: 2.8
LUMO (spin up / spin down) in eV: -8.663 / -9.096
E_tot in eV: -43128.769
Total charge: +2


[7]
Molecular formula: C6H11Br3NO2
Method: DFT, ωB97M-V/def2-TZVPD

Structure (XYZ):
```
23
Properties=species:S:1:pos:R:3:mulliken_charge:R:1
C -1.18 -1.40 -0.26 0.407
C -0.46 -2.52 0.52 -1.029
C 1.95 0.24 -0.66 -0.951
C 0.85 1.34 -0.10 -0.468
C -1.85 -0.22 0.47 0.034
C -3.14 0.15 -0.11 0.363
N -0.57 1.27 -0.65 -0.427
O -1.10 -1.30 -1.44 -0.428
O -1.49 0.13 1.68 -0.278
Br -4.14 -1.37 0.85 0.099
Br -3.77 1.89 0.69 -0.020
Br -3.47 0.15 -2.00 0.121
H -0.54 -3.38 -0.14 0.392
H 0.57 -2.23 0.40 0.290
H -0.66 -2.52 1.58 0.381
H 2.31 0.60 -1.67 0.320
H 2.89 0.22 -0.13 0.376
H 1.52 -0.72 -0.64 0.160
H 1.31 2.29 -0.36 0.428
H 0.73 1.16 0.96 0.258
H -0.60 1.10 -1.65 0.298
H -0.98 2.19 -0.78 0.331
H -2.10 0.89 1.92 0.344
```

## Properties
Kohn-Sham gap in eV: 8.7
Spin multiplicity: 1
Max |F| in eV/Å: 3.5
LUMO in eV: -5.309
E_tot in eV: -222103.356
Total charge: +1


[8]
Molecular formula: C3H7NO2P
Method: DFT, ωB97M-V/def2-TZVPD

Structure (XYZ):
```
14
Properties=species:S:1:pos:R:3:mulliken_charge:R:1
C -0.29 0.86 3.48 -0.274
C 1.55 1.17 1.78 -0.931
C -1.52 -0.81 -1.83 -0.923
N 0.57 0.90 2.71 0.085
O 1.05 -1.30 -0.97 -0.776
O 0.28 1.16 -1.35 -0.715
P -0.03 -0.18 -0.80 0.691
H -0.62 -0.13 0.56 -0.008
H 1.08 1.55 0.91 0.369
H 1.85 0.21 1.40 0.397
H 2.42 1.69 2.15 0.317
H -2.16 0.10 -1.84 0.242
H -0.94 -0.90 -2.86 0.170
H -2.09 -1.63 -1.51 0.356
```

## Properties
Kohn-Sham gap in eV: 8.5
Spin multiplicity: 1
Max |F| in eV/Å: 4.7
LUMO in eV: 3.877
E_tot in eV: -18099.630
Total charge: -1


[9]
Molecular formula: C24H36O18
Method: DFT, ωB97M-V/def2-TZVPD

Structure (XYZ):
```
78
Properties=species:S:1:pos:R:3:mulliken_charge:R:1
C -4.35 -1.99 5.02 -1.419
C -3.51 -1.78 3.76 0.296
C -2.63 -0.59 3.86 -0.173
O -1.38 -1.16 4.16 -0.332
C -1.40 -2.48 3.95 0.846
O -0.51 -3.31 4.07 -0.644
O -2.57 -2.83 3.72 -0.367
H -3.69 -1.96 5.89 0.352
H -4.78 -2.99 4.93 0.366
H -5.13 -1.23 5.17 0.387
H -3.97 -1.84 2.77 0.378
H -2.92 0.08 4.67 0.315
H -2.59 -0.07 2.91 0.030
C 0.83 2.78 -2.57 -1.394
C 0.80 1.93 -1.28 0.776
C 0.57 2.71 -0.02 0.760
O -0.30 1.96 0.78 -0.355
C -0.70 0.84 0.03 0.343
O -1.23 -0.18 0.43 -0.439
O -0.30 1.03 -1.25 -0.321
H 1.09 2.14 -3.41 0.240
H 1.54 3.61 -2.51 0.232
H -0.14 3.25 -2.71 0.326
H 1.70 1.36 -1.03 0.193
H 0.07 3.66 -0.19 -0.808
H 1.52 2.91 0.48 0.391
C -1.25 6.16 -0.77 -1.363
C 0.09 6.21 -1.58 0.659
C 0.49 7.53 -2.12 -0.394
O 1.89 7.56 -1.99 -0.339
C 2.29 6.54 -1.14 0.642
O 3.43 6.32 -0.71 -0.565
O 1.18 5.94 -0.71 -0.280
H -1.27 6.94 0.00 0.339
H -1.41 5.19 -0.32 0.312
H -1.96 6.37 -1.56 0.385
H 0.14 5.42 -2.33 0.057
H 0.05 8.46 -1.75 0.280
H 0.28 7.48 -3.19 0.296
C -1.55 -1.90 -3.27 -1.281
C -0.10 -2.11 -3.62 0.504
C 0.17 -1.94 -5.11 -0.516
O 1.39 -1.20 -5.18 -0.353
C 1.60 -0.72 -3.93 0.523
O 2.48 0.04 -3.58 -0.580
O 0.70 -1.04 -3.12 -0.017
H -1.82 -1.87 -2.21 0.159
H -2.28 -2.66 -3.56 0.369
H -1.96 -1.00 -3.71 0.406
H 0.26 -3.11 -3.39 0.209
H -0.59 -1.30 -5.55 0.293
H 0.22 -2.89 -5.63 0.336
C 4.04 -2.48 2.28 -1.645
C 3.21 -1.57 1.37 0.701
C 1.85 -1.06 1.98 0.862
O 2.15 0.34 2.16 -0.331
C 3.28 0.67 1.58 0.604
O 3.69 1.80 1.43 -0.626
O 3.90 -0.38 1.08 -0.380
H 4.31 -1.94 3.19 0.389
H 4.99 -2.71 1.80 0.384
H 3.55 -3.42 2.53 0.340
H 3.07 -2.18 0.48 0.151
H 1.56 -1.55 2.91 0.172
H 1.02 -1.17 1.29 -0.714
C -2.25 -4.52 0.76 -1.450
C -0.99 -4.40 -0.14 0.600
C -0.23 -3.09 -0.10 1.723
O 0.99 -3.51 0.51 -0.030
C 1.09 -4.85 0.63 0.496
O 2.11 -5.48 0.91 -0.635
O -0.07 -5.34 0.36 -0.399
H -1.93 -4.56 1.80 0.348
H -2.87 -5.38 0.52 0.389
H -2.93 -3.67 0.68 0.289
H -1.24 -4.71 -1.15 0.291
H -0.69 -2.43 0.64 -0.398
H -0.09 -2.67 -1.09 -1.192
```

## Properties
Kohn-Sham gap in eV: 10.5
SMILES: C[C@H]1COC(=O)O1.C[C@H]1COC(=O)O1.C[C@H]1COC(=O)O1.C[C@H]1COC(=O)O1.C[C@H]1COC(=O)O1.C[C@H]1COC(=O)O1
Spin multiplicity: 1
Max |F| in eV/Å: 6.2
LUMO in eV: 0.148
E_tot in eV: -62326.448


[10]
Molecular formula: C4H5LiO9S
Method: DFT, ωB97M-V/def2-TZVPD

Structure (XYZ):
```
20
Properties=species:S:1:pos:R:3:mulliken_charge:R:1
Li 0.09 -0.59 -0.03 0.998
O -3.36 -0.27 -0.31 -0.579
C -1.96 -0.13 -0.19 0.570
O -1.32 0.26 -1.24 -0.827
C -1.70 0.70 1.09 -0.627
O -0.31 1.00 1.16 -0.485
C 0.46 0.41 2.21 -0.147
C 1.84 -0.04 1.65 0.653
O 2.82 0.08 2.40 -0.783
O 1.81 -0.51 0.47 -0.796
H -3.48 -0.91 -1.02 0.361
H -2.06 0.16 1.95 0.380
H -2.24 1.65 0.96 0.385
H -0.03 -0.47 2.62 0.122
H 0.62 1.13 3.02 0.236
O -0.76 -3.66 1.06 -0.696
S -1.80 -2.66 1.21 1.102
O -1.79 -2.00 2.51 -0.710
O -1.37 -1.58 0.07 -0.445
O -3.13 -3.12 0.82 -0.714
```

## Properties
Kohn-Sham gap in eV: 7.7
Spin multiplicity: 1
Max |F| in eV/Å: 1.4
LUMO in eV: 5.373
E_tot in eV: -33700.282
Total charge: -2